The following is a DFT calculation (ωB97M-V/def2-TZVPD) of the ion C3H2NO3 with charge -1 in a non-equilibrium geometry.

Output
highest occupied orbital energy = -0.15171 hartree
relative energy (zero: lowest compared OMol25 entry of this formula, charge and spin) = 2.116 eV
SMILES string = [H]/N=C(/[O-])[C@H]1OC1=O
total charge = -1
gap between HOMO and LUMO = 8.08 eV

The geometry in XYZ format:
```
9
Properties=species:S:1:pos:R:3:nbo_charge:R:1
H -0.079 -0.689 -1.907 0.31
N -0.598 -1.356 -1.339 -0.89
C -0.775 -0.990 -0.121 0.61
O -1.330 -1.574 0.798 -0.73
C -0.211 0.558 0.298 -0.14
O 0.482 0.788 1.623 -0.49
C 1.153 0.862 0.482 0.75
O 2.272 1.047 0.105 -0.60
H -0.912 1.354 0.061 0.18
```

The following is a DFT calculation (ωB97M-V/def2-TZVPD) of a structure of composition C3H2NO4S in a non-equilibrium geometry.

Output
highest occupied orbital energy = -0.15620 hartree
relative energy (zero: lowest compared OMol25 entry of this formula, charge and spin) = 1.250 eV
total charge = -1
gap between HOMO and LUMO = 8.07 eV

The geometry in XYZ format:
```
11
Properties=species:S:1:pos:R:3:nbo_charge:R:1
C 0.827 -0.790 0.326 -0.13
C 1.369 -0.626 -0.926 0.06
C -1.621 0.023 1.008 0.87
N -0.252 0.066 0.571 -0.70
O -2.166 1.110 0.624 -0.74
O -2.017 -0.968 1.630 -0.72
O 0.134 2.317 -0.449 -0.97
O 0.736 0.261 -1.750 -0.72
S -0.509 1.102 -0.772 1.68
H 1.249 -1.527 1.080 0.21
H 2.250 -0.968 -1.342 0.17
```

The following is a DFT calculation (ωB97M-V/def2-TZVPD) of the ion C3H2NOS2 with charge -1 in a non-equilibrium geometry.

Output
highest occupied orbital energy (alpha / beta) = -0.09258 / -0.09252 hartree
relative energy (zero: lowest compared OMol25 entry of this formula, charge and spin) = 4.654 eV
total charge = -1
gap between HOMO and LUMO (alpha / beta) = 6.04 / 6.04 eV

The geometry in XYZ format:
```
9
Properties=species:S:1:pos:R:3:nbo_charge:R:1
C -1.137 -0.575 0.498 -0.25
C 0.834 0.084 1.440 -0.49
C 0.225 0.704 -1.115 0.51
N -0.731 -0.162 -0.771 -0.67
O 0.399 1.172 -2.229 -0.68
S 1.348 -0.102 2.960 -0.16
S 1.328 1.191 0.257 0.25
H -1.120 -1.685 0.534 0.10
H -1.146 -0.625 -1.575 0.40
```